Below is C12H15NO in the gas phase, with properties calculated with ωB97M-V with the def2-TZVPD basis set.

Geometry as XYZ:
```
29
C12H15NO (ωB97M-V with the def2-TZVPD basis set)
C -2.93688 -1.29282 -2.02888
C -3.33656 -0.87537 -0.65009
C -2.61355 -0.18052 0.22590
C -3.11354 0.22742 1.54582
O -1.44872 0.36968 -0.23655
C -0.97428 1.59725 0.10622
N 0.12489 2.07702 -0.18627
C 1.21353 1.61909 -0.91954
C 2.08139 0.77415 -0.37660
C 3.38551 0.53101 -0.83796
C 4.20899 -0.44410 -0.31828
C 3.72891 -1.24251 0.79117
C 2.51920 -1.07053 1.34287
C 1.66111 0.08892 0.88842
H -1.93684 -0.96463 -2.06066
H -3.37063 -0.92649 -2.97370
H -3.06204 -2.32470 -1.96484
H -4.20322 -1.34074 -0.19841
H -3.67312 -0.50206 1.90102
H -3.49513 1.30427 1.61817
H -2.21702 0.34627 2.15744
H -1.67996 2.22930 0.57136
H 1.39249 2.26082 -1.72775
H 3.88285 1.12364 -1.67226
H 5.12075 -0.58487 -0.79954
H 4.47505 -1.95174 1.16738
H 2.21106 -1.42817 2.22518
H 1.42827 0.90452 1.63324
H 0.62748 -0.32408 0.77711
```

## Properties
total charge = 0
HOMO energy = -7.186 eV
energy above the lowest of the compared OMol25 structures with the same formula, charge and spin = 485.13 kJ/mol
SMILES string = C/C=C(/C)O/C=N\C=C1\C=CC=CC1
E_LUMO = 0.58 eV
gap between HOMO and LUMO = 7.76 eV
maximum force = 0.115 hartree/bohr

Partial atomic charges computed with the natural (NBO) method, in multiples of e: -0.653 -0.211 0.289 -0.655 -0.517 0.430 -0.464 -0.019 -0.095 -0.155 -0.239 -0.226 -0.154 -0.480 0.229 0.224 0.217 0.192 0.226 0.220 0.213 0.154 0.202 0.207 0.209 0.207 0.195 0.225 0.230

Below is a molecular structure, C26H14Cl2MoN5O4S3, with properties calculated with ωB97M-V with the def2-TZVPD basis set.

Geometry as XYZ:
```
55
C26H14Cl2MoN5O4S3 (ωB97M-V with the def2-TZVPD basis set)
Mo 0.60574 0.58119 -0.09905
Cl -1.26912 7.31945 0.54570
C -0.36944 5.88884 0.20562
C -0.94964 4.65630 0.44424
C -0.23121 3.49377 0.17586
N -0.60160 2.18451 0.47708
C -1.85847 1.90863 0.93747
O -2.83646 2.62712 0.95429
C -1.85921 0.57916 1.59381
C -2.93671 0.11632 2.32290
C -2.77075 -1.00009 3.12127
C -1.50614 -1.56627 3.19994
C -0.49226 -1.06986 2.40476
N -0.67127 -0.04582 1.55972
C 1.03982 3.57292 -0.40060
C 1.62374 4.81628 -0.61838
C 0.92500 5.96795 -0.29996
Cl 1.68869 7.49433 -0.54699
N 1.59374 2.31017 -0.68723
C 2.55352 2.24337 -1.66066
O 3.04232 3.15106 -2.29985
C 3.03537 0.85585 -1.84893
C 4.05507 0.59934 -2.74380
C 4.64563 -0.64998 -2.74026
C 4.23859 -1.54482 -1.76616
C 3.19931 -1.20894 -0.92060
N 2.52725 -0.05218 -0.99948
H -1.94950 4.59966 0.83599
H -3.86568 0.66551 2.25816
H -3.59425 -1.39772 3.69898
H -1.29985 -2.39923 3.85676
H 0.48865 -1.51318 2.42688
H 2.60746 4.89439 -1.04233
H 4.36507 1.40550 -3.39274
H 5.43426 -0.90152 -3.43622
H 4.70669 -2.51108 -1.64521
H 2.94150 -1.87658 -0.12874
O 1.30617 -3.75370 -1.09623
S 0.69237 -3.04064 -0.01273
O 1.50002 -2.89709 1.17972
N 0.14078 -1.52996 -0.51644
C -1.20264 -1.67165 -0.77777
S -1.99910 -0.48605 -1.74198
C -1.83365 -2.83789 -0.28188
C -3.19023 -3.20120 -0.27754
C -3.55162 -4.40041 0.30167
C -2.60395 -5.26429 0.86211
C -1.25540 -4.92760 0.84377
C -0.90405 -3.71469 0.29794
H -3.93005 -2.54342 -0.71660
H -4.59675 -4.68248 0.32011
H -2.91226 -6.20886 1.28802
H -0.50007 -5.58921 1.24873
S -0.69828 1.85266 -2.89895
C -0.71713 0.70210 -1.76419
```

## Properties
total charge = 0
HOMO energy (alpha / beta) = -6.609 / -6.979 eV
spin multiplicity = 2
energy above the lowest of the compared OMol25 structures with the same formula, charge and spin = 217.52 kJ/mol
E_LUMO (alpha / beta) = -2.18 / -1.90 eV
gap between HOMO and LUMO (alpha / beta) = 4.43 / 5.08 eV
maximum force = 0.053 hartree/bohr

Partial atomic charges computed with the natural (NBO) method, in multiples of e: 1.112 0.019 -0.070 -0.242 0.127 -0.609 0.617 -0.600 0.153 -0.215 -0.138 -0.245 0.048 -0.446 0.209 -0.251 -0.065 0.016 -0.654 0.646 -0.585 0.143 -0.201 -0.135 -0.236 0.064 -0.445 0.265 0.259 0.228 0.233 0.246 0.262 0.260 0.227 0.234 0.224 -0.902 2.286 -0.942 -0.781 0.112 0.470 -0.156 -0.153 -0.189 -0.181 -0.200 -0.228 0.236 0.229 0.230 0.241 0.005 -0.531

Below is C4HNO2 in the gas phase, with properties calculated with ωB97M-V with the def2-TZVPD basis set.

Geometry as XYZ:
```
8
C4HNO2 (ωB97M-V with the def2-TZVPD basis set)
C 0.34703 0.40886 -0.14835
C 1.64782 0.45766 0.00779
C 3.71668 1.63516 0.03749
C -1.84070 1.66582 0.03404
N -0.56916 1.43608 -0.03516
O 2.64614 1.17983 0.02137
O -3.05072 1.81309 0.05916
H 0.04050 -0.61509 -0.19101
```

## Properties
total charge = 0
HOMO energy = -8.320 eV
energy above the lowest of the compared OMol25 structures with the same formula, charge and spin = 542.86 kJ/mol
E_LUMO = -0.60 eV
gap between HOMO and LUMO = 7.72 eV
maximum force = 0.149 hartree/bohr

Partial atomic charges computed with the natural (NBO) method, in multiples of e: -0.097 0.021 0.407 0.902 -0.594 -0.361 -0.494 0.217

What is the energy above the lowest of the compared OMol25 structures with the same formula, charge and spin in the third record? 542.86 kJ/mol

Look up the total charge of the second one. 0

Number 3 is which compound? C4HNO2

What is the total charge in the second record? 0